The following is a DFT calculation (ωB97M-V/def2-TZVPD) of a 5-piece molecular cluster, C36H78IN2O9PS2 overall in a non-equilibrium geometry.

Each line ends with the Löwdin charge.
Geometry (Å):
C  -4.377  0.999  -1.025  0.106
C  -3.309  0.828  -1.560  -0.192
P  -1.727  0.516  -2.344  0.794
C  -0.224  1.062  -1.399  -0.274
C  1.032  1.137  -2.285  -0.221
C  2.259  1.396  -1.366  -0.147
C  3.459  0.547  -1.826  -0.215
N  4.009  -0.265  -0.725  -0.153
C  2.999  -1.203  -0.192  -0.216
C  2.928  -1.149  1.340  -0.210
C  1.582  -1.617  1.898  -0.236
C  1.261  -3.010  1.336  -0.104
C  5.187  -0.916  -1.050  -1.066
S  5.951  -1.898  0.001  0.703
S  5.983  -0.659  -2.650  0.852
C  5.633  -2.120  -3.676  -0.452
C  4.223  -2.744  -3.497  -0.281
C  4.371  -4.193  -3.019  -0.108
C  -1.841  2.254  -3.232  -0.320
C  -1.807  2.156  -4.728  -0.895
O  -0.989  1.579  -5.344  0.004
I  -3.418  3.221  -5.756  0.742
N  -1.662  -1.074  -1.535  -0.238
C  -2.452  -2.109  -2.211  -0.288
C  -2.823  -3.216  -1.195  -0.195
C  -2.036  -4.537  -1.405  -0.253
C  -2.989  -5.659  -1.861  -0.110
H  -5.082  1.154  -0.258  0.022
H  -1.638  -0.106  -3.626  0.070
H  -0.422  2.051  -0.991  0.098
H  -0.045  0.431  -0.538  0.065
H  0.948  1.913  -3.037  0.101
H  1.139  0.192  -2.812  0.101
H  2.503  2.444  -1.457  0.111
H  1.980  1.126  -0.355  0.096
H  3.237  -0.074  -2.692  0.094
H  4.224  1.236  -2.155  0.089
H  3.209  -2.236  -0.452  0.099
H  1.993  -0.981  -0.548  0.107
H  3.688  -1.792  1.765  0.065
H  3.190  -0.151  1.680  0.113
H  0.751  -0.950  1.669  0.099
H  1.648  -1.724  2.976  0.094
H  2.127  -3.663  1.359  0.078
H  0.415  -3.479  1.825  0.068
H  0.980  -2.899  0.288  0.054
H  6.395  -2.869  -3.499  0.066
H  5.737  -1.772  -4.696  0.066
H  3.744  -2.771  -4.468  0.102
H  3.644  -2.162  -2.791  0.061
H  4.845  -4.770  -3.805  0.074
H  3.373  -4.606  -2.885  0.070
H  4.924  -4.253  -2.090  0.062
H  -1.052  2.945  -2.953  0.089
H  -2.795  2.682  -2.948  0.017
H  -0.686  -1.358  -1.580  0.062
H  -3.369  -1.677  -2.602  0.092
H  -1.913  -2.595  -3.026  0.102
H  -2.619  -2.844  -0.200  0.094
H  -3.886  -3.440  -1.217  0.091
H  -1.275  -4.394  -2.166  0.088
H  -1.551  -4.818  -0.477  0.090
H  -3.464  -6.123  -1.005  0.070
H  -2.450  -6.401  -2.442  0.062
H  -3.740  -5.231  -2.515  0.065
C  3.478  -0.476  6.144  -0.109
O  3.601  -1.569  5.253  -0.201
C  4.950  -1.987  5.081  -0.199
C  5.241  -3.253  5.855  -0.203
O  5.215  -3.025  7.257  -0.189
C  4.031  -3.496  7.873  -0.113
H  2.417  -0.319  6.335  0.088
H  3.981  -0.673  7.094  0.084
H  3.891  0.433  5.694  0.089
H  5.643  -1.192  5.370  0.129
H  5.091  -2.187  4.014  0.119
H  6.250  -3.595  5.603  0.126
H  4.536  -4.042  5.576  0.126
H  4.009  -4.591  7.873  0.088
H  3.138  -3.113  7.372  0.083
H  4.031  -3.147  8.904  0.088
C  -8.753  -1.982  2.689  -0.110
O  -9.700  -1.145  2.049  -0.188
C  -9.270  0.204  1.947  -0.204
C  -8.805  0.532  0.546  -0.200
O  -7.601  -0.151  0.224  -0.208
C  -7.809  -1.264  -0.629  -0.104
H  -9.096  -3.010  2.589  0.089
H  -7.765  -1.894  2.230  0.083
H  -8.685  -1.737  3.754  0.089
H  -8.480  0.417  2.672  0.126
H  -10.131  0.835  2.189  0.126
H  -8.591  1.605  0.489  0.112
H  -9.588  0.305  -0.183  0.129
H  -8.094  -0.929  -1.632  0.091
H  -8.578  -1.933  -0.234  0.086
H  -6.869  -1.810  -0.698  0.084
C  -7.806  7.046  -1.840  -0.113
O  -7.677  5.996  -2.780  -0.188
C  -6.325  5.715  -3.117  -0.202
C  -5.830  4.464  -2.428  -0.210
O  -5.715  4.654  -1.023  -0.189
C  -6.771  4.055  -0.298  -0.114
H  -8.850  7.090  -1.531  0.088
H  -7.185  6.874  -0.957  0.083
H  -7.535  8.004  -2.297  0.088
H  -5.679  6.565  -2.877  0.128
H  -6.289  5.558  -4.199  0.122
H  -4.830  4.229  -2.803  0.087
H  -6.483  3.616  -2.654  0.130
H  -6.690  2.962  -0.336  0.061
H  -7.748  4.361  -0.683  0.087
H  -6.687  4.375  0.740  0.093
C  8.252  1.843  -0.752  -0.099
O  7.594  3.088  -0.583  -0.187
C  6.560  3.033  0.389  -0.206
C  6.988  3.666  1.694  -0.205
O  7.992  2.898  2.341  -0.189
C  9.287  3.453  2.204  -0.112
H  9.114  2.003  -1.398  0.092
H  8.597  1.437  0.202  0.089
H  7.580  1.126  -1.231  0.035
H  6.234  2.000  0.553  0.121
H  5.711  3.596  -0.013  0.123
H  6.126  3.700  2.369  0.124
H  7.329  4.692  1.528  0.126
H  9.371  4.377  2.786  0.088
H  9.528  3.657  1.158  0.084
H  10.001  2.729  2.594  0.088

Force components x, y, z for each atom (eV/Å):
1.3 0.1 0.2
-0.2 -0.3 -0.5
0.4 -0.2 0.9
-0.2 0.5 -0.6
-0.2 -0.2 1.0
-0.3 -0.9 -1.4
0.1 1.1 0.5
-0.2 -0.9 -2.1
-0.2 0.0 1.8
-0.4 0.1 0.3
0.3 -0.9 -0.2
-0.3 0.6 -0.5
0.4 -0.4 0.5
0.1 -0.3 0.1
0.3 1.0 -0.5
-0.8 -0.3 0.5
1.2 -0.5 0.1
-0.8 0.5 -0.3
-1.0 0.2 -0.8
0.1 0.2 1.0
0.4 -0.3 -0.6
-0.1 0.0 -0.1
0.2 0.1 -0.9
-0.2 -0.6 1.2
0.5 -0.3 -0.1
-1.0 0.1 -0.1
0.7 0.4 -0.1
-0.9 0.0 0.0
-0.1 0.2 0.1
-0.2 0.2 0.0
-0.1 -0.4 0.0
-0.1 0.1 -0.2
0.1 -0.1 -0.1
0.2 0.3 0.5
0.1 0.3 0.3
-0.3 -0.1 0.0
0.3 0.0 0.0
0.2 0.0 -0.4
0.1 0.4 -0.5
0.3 -0.2 0.0
-0.1 0.3 0.0
0.0 0.2 -0.1
0.1 0.3 0.3
0.1 -0.2 0.2
-0.1 -0.1 0.2
-0.1 -0.2 -0.2
0.2 -0.1 0.1
0.2 0.3 -0.1
-0.4 0.3 -0.1
-0.3 0.1 0.0
0.3 -0.2 0.0
0.0 -0.2 0.2
0.2 -0.1 0.1
0.2 0.0 0.1
0.0 0.3 0.2
0.0 -0.1 0.2
-0.1 0.3 -0.2
0.0 0.3 -0.3
0.0 0.3 0.2
-0.2 0.0 -0.1
0.3 0.1 0.0
0.3 -0.1 0.1
-0.2 -0.2 0.0
0.0 -0.4 0.1
-0.3 -0.1 -0.1
-0.1 0.0 -0.1
0.1 0.1 0.2
-0.3 -0.2 -0.3
0.3 0.1 0.2
-0.2 0.0 0.0
0.1 0.0 0.0
0.0 0.0 -0.1
0.0 0.0 0.0
0.0 0.0 0.1
0.0 0.0 0.1
0.1 0.0 0.0
0.0 0.0 -0.1
0.0 0.0 0.0
-0.1 0.0 0.0
0.0 0.0 0.0
0.1 0.0 0.0
-0.1 0.0 0.0
0.2 0.0 0.0
-0.4 -0.1 -0.1
0.3 0.2 0.1
-0.1 -0.1 0.0
0.1 0.0 0.0
-0.1 0.0 0.0
0.0 0.0 0.0
0.1 0.0 0.0
0.0 0.0 0.0
0.0 0.0 0.0
-0.1 0.0 0.0
0.0 0.0 0.0
-0.1 -0.1 0.0
0.0 0.0 0.0
0.0 0.1 0.0
0.0 0.0 -0.1
0.1 0.1 0.2
-0.3 -0.2 -0.2
0.4 0.1 0.1
-0.2 -0.1 0.0
0.1 0.0 0.0
0.0 0.0 -0.1
0.0 0.0 0.0
0.0 0.0 0.1
0.0 0.0 0.1
0.1 0.0 0.0
0.0 0.0 -0.1
0.0 0.0 0.0
-0.1 0.0 0.0
0.0 0.0 0.0
0.1 0.0 0.0
0.0 0.1 0.0
0.0 -0.1 0.1
0.0 0.3 -0.3
-0.1 -0.3 0.2
0.1 0.1 -0.1
0.0 -0.1 0.0
-0.1 0.1 0.0
0.0 0.0 0.0
0.1 -0.1 0.0
0.0 0.0 0.0
0.0 0.0 0.0
0.0 0.0 0.0
0.0 0.0 -0.1
0.0 0.0 -0.1
0.0 0.0 0.0
0.0 0.0 0.0

Properties
Structure (SMILES): C#C[PH](CCCCN(CCCC)C(=S)SCCC)(CC(=O)I)NCCCC.COCCOC.COCCOC.COCCOC.COCCOC
Total charge: 0
E, Ha: -3640.21262
Gap between HOMO and LUMO, eV: 7.91
M, g mol⁻¹: 905.04
Strongest force on any atom, eV/A: 2.26
HOMO, Eh: -0.2997